A 13-piece molecular cluster, C25H60O21 overall. Source: the OMol25 dataset; level of theory: wB97M-V/def2-TZVPD.

CARTESIAN COORDINATES (ANGSTROEM)
C1 -0.7011 -1.1380 0.5167
O1 -0.2231 0.1607 0.7303
H1 -0.0524 -1.7455 -0.1143
H2 -0.8507 -1.5930 1.4959
H3 -1.6741 -1.1794 0.0273
H4 -0.1753 0.6835 -0.0735
C2 -3.0043 0.3875 3.4337
O2 -3.4433 -0.6975 2.6969
H5 -3.7456 1.1866 3.4401
H6 -2.8280 0.1850 4.4901
H7 -2.0941 0.8542 3.0571
H8 -4.0543 -0.3798 2.0281
C3 -5.3565 1.1894 -0.3889
O3 -4.9161 0.0334 0.3344
H9 -4.5960 1.6277 -1.0352
H10 -6.1406 0.8323 -1.0565
H11 -5.7235 1.8503 0.3964
H12 -4.4257 -0.4685 -0.3206
C4 -2.9963 -3.2549 -1.3233
O4 -3.5588 -1.9131 -1.3254
H13 -3.2632 -3.7420 -0.3854
H14 -3.4123 -3.7779 -2.1844
H15 -1.9090 -3.3310 -1.3322
H16 -3.2313 -1.4941 -2.1247
C5 -1.3705 -0.0154 -3.1152
O5 -2.2035 -1.1132 -3.5963
H17 -1.9591 0.8880 -2.9554
H18 -0.8359 -0.3292 -2.2187
H19 -0.6028 0.1049 -3.8796
H20 -2.5294 -0.8578 -4.4623
C6 1.3274 -2.5049 -2.6873
O6 1.9110 -3.3999 -1.7502
H21 1.5894 -1.4668 -2.4828
H22 1.7533 -2.8767 -3.6192
H23 0.2431 -2.6135 -2.6608
H24 1.2197 -3.8128 -1.2273
C7 0.1368 -4.9534 0.9740
O7 0.0982 -4.8478 -0.4031
H25 0.9506 -5.6539 1.1614
H26 0.3489 -3.9852 1.4276
H27 -0.8152 -5.3405 1.3370
H28 -0.2905 -5.6141 -0.8313
C8 0.5503 -0.2998 4.1060
O8 0.4765 0.9547 3.4561
H29 1.3859 -0.8962 3.7397
H30 0.7122 -0.0772 5.1607
H31 -0.3856 -0.8540 4.0356
H32 0.1879 0.7603 2.5614
C9 -2.5038 -3.8154 2.7737
O9 -1.9448 -2.8381 3.6445
H33 -2.1274 -4.7987 3.0559
H34 -3.5625 -3.8834 3.0238
H35 -2.3724 -3.6424 1.7056
H36 -2.3859 -1.9924 3.5363
C10 3.2344 -2.7705 1.6436
C11 4.0511 -3.8450 0.8960
C12 4.8699 -3.2781 -0.2070
O10 6.1664 -3.8737 0.0167
C13 6.1639 -4.4959 1.1700
O11 7.0959 -5.1113 1.6796
O12 5.0712 -4.1204 1.8061
H37 2.7554 -3.2130 2.5170
H38 2.3811 -2.4506 1.0455
H39 3.8381 -1.9353 1.9985
H40 3.5286 -4.7588 0.6130
H41 4.8505 -2.1888 -0.1716
H42 4.3367 -3.5939 -1.1037
C14 2.6086 2.4082 0.9288
C15 3.2397 1.0141 0.9666
C16 3.0835 0.3138 -0.3614
O13 4.3940 0.3449 -0.8881
C17 5.2627 0.7702 0.0167
O14 6.4872 0.7923 -0.1155
O15 4.6423 1.1691 1.1343
H43 2.6891 2.9322 -0.0236
H44 3.1061 3.0446 1.6606
H45 1.5568 2.4540 1.2110
H46 2.8203 0.3426 1.7158
H47 2.4386 0.9032 -1.0132
H48 2.8247 -0.7248 -0.1555
C18 2.3276 5.1696 -3.5193
C19 1.0988 4.9868 -2.6400
C20 -0.1972 4.6066 -3.3880
O16 -0.6102 3.4006 -2.8775
C21 0.2863 2.9918 -1.9009
O17 0.2026 2.0285 -1.1744
O18 1.2331 3.8961 -1.7880
H49 3.2711 4.9855 -3.0054
H50 2.4040 6.1551 -3.9788
H51 2.2680 4.4124 -4.3011
H52 0.9321 5.9239 -2.1088
H53 -0.0686 4.4900 -4.4641
H54 -1.0517 5.2825 -3.3555
C22 -2.2801 2.8266 0.5427
C23 -2.6289 4.2884 0.5376
C24 -1.5682 5.3143 0.3347
O19 -1.9560 6.0465 -0.8157
C25 -3.0311 5.4839 -1.3670
O20 -3.5435 5.8383 -2.4283
O21 -3.5325 4.5051 -0.5303
H55 -1.8938 2.5786 -0.4459
H56 -3.0823 2.1443 0.8237
H57 -1.4868 2.6234 1.2620
H58 -3.1523 4.5494 1.4574
H59 -0.5730 4.9262 0.1181
H60 -1.4902 5.9154 1.2406

Properties
* Kohn-Sham gap: 10.02 eV
* energy relative to the best compared isomer or geometry (same formula, charge and spin): 1.431 eV

C25H61BF2N4O4PSi2 as an isolated structure. Source: the OMol25 dataset; level of theory: wB97M-V/def2-TZVPD.

CARTESIAN COORDINATES (ANGSTROEM)
C1 -1.2730 3.0851 4.1251
C2 -0.5188 3.4328 2.8454
F1 0.8410 3.5762 3.1671
C3 -0.6179 2.3528 1.7866
Si1 -2.2236 2.4147 0.8121
F2 -1.9076 3.2296 -0.5180
C4 -2.5729 0.6167 0.2818
O1 -3.2887 0.4350 -0.9480
N1 -2.4338 0.6745 -2.0530
O2 -2.2933 -0.2910 -2.6913
O3 -3.3657 3.0482 1.7943
Si2 -4.6379 4.0665 1.2722
N2 -4.2636 5.1531 -0.0569
C5 -6.2287 3.1599 0.8122
C6 -6.1948 1.6182 0.8099
C7 -6.6111 0.9921 2.1353
C8 -5.5133 1.0537 3.1890
C9 -5.6878 -0.0066 4.2994
N3 -4.8028 -1.1759 4.1169
B1 -5.0119 5.2655 2.8502
N4 -4.0016 6.2828 3.2581
O4 -6.1685 5.1775 3.5691
H1 -0.5891 2.7011 4.8667
H2 -2.0258 2.3386 3.9168
H3 -1.7760 3.9695 4.4883
H4 -0.8693 4.3896 2.4689
H5 0.2397 2.4132 1.1231
H6 -0.5719 1.3959 2.3057
H7 -1.6451 0.0493 0.2692
H8 -3.1639 0.1738 1.0727
H9 -3.3199 5.5198 0.0451
H10 -4.2665 4.6273 -0.9282
H11 -6.9927 3.4591 1.5197
H12 -6.5586 3.5448 -0.1465
H13 -6.8881 1.2739 0.0500
H14 -5.2244 1.2274 0.5147
H15 -7.5372 1.4229 2.4993
H16 -6.7948 -0.0616 1.9378
H17 -4.5742 0.8480 2.6923
H18 -5.4263 2.0398 3.6408
H19 -5.4114 0.4452 5.2438
H20 -6.7096 -0.3560 4.3342
H21 -4.8706 -1.4791 3.1512
H22 -3.8553 -0.8535 4.2716
H23 -3.8059 6.9029 2.4790
H24 -3.1378 5.8068 3.5029
H25 -5.9501 5.2628 4.5154
C10 7.4941 -2.9984 -1.5732
C11 6.7115 -2.0783 -2.5070
C12 6.0028 -0.9457 -1.7609
C13 4.7342 -1.3487 -0.9938
P1 3.2179 -1.5836 -1.9301
C14 3.0210 -0.1199 -2.9789
C15 3.0964 1.2889 -2.3710
C16 1.9098 1.7632 -1.5260
C17 0.5409 1.5428 -2.1615
C18 1.8222 -1.5768 -0.8008
C19 1.6241 -2.6497 0.2825
C20 1.2139 -4.0471 -0.1834
C21 0.0775 -4.0802 -1.2005
C22 3.2038 -2.8896 -3.1686
C23 3.2953 -4.4046 -2.9111
C24 4.3384 -4.9083 -1.8985
C25 5.5167 -5.6203 -2.5614
H26 6.8607 -3.4380 -0.7994
H27 7.9507 -3.8143 -2.1317
H28 8.2947 -2.4493 -1.0765
H29 6.0015 -2.6614 -3.0991
H30 7.4120 -1.6347 -3.2163
H31 5.7573 -0.1522 -2.4711
H32 6.7025 -0.5050 -1.0494
H33 4.4957 -0.5337 -0.2999
H34 4.9270 -2.2080 -0.3475
H35 2.0983 -0.2473 -3.5508
H36 3.8211 -0.1963 -3.7222
H37 3.2075 1.9812 -3.2080
H38 4.0096 1.3895 -1.7782
H39 2.0400 2.8311 -1.3408
H40 1.9384 1.3047 -0.5338
H41 0.4125 2.1676 -3.0464
H42 -0.2510 1.7979 -1.4609
H43 0.3798 0.5046 -2.4563
H44 0.9092 -1.4479 -1.3862
H45 1.9449 -0.6417 -0.2482
H46 0.8451 -2.2753 0.9509
H47 2.5304 -2.7271 0.8888
H48 0.9197 -4.6255 0.6938
H49 2.0898 -4.5621 -0.5811
H50 -0.8625 -3.7521 -0.7541
H51 -0.0675 -5.0952 -1.5696
H52 0.2736 -3.4515 -2.0724
H53 3.9768 -2.6150 -3.8929
H54 2.2649 -2.7217 -3.7106
H55 3.4796 -4.8759 -3.8780
H56 2.3071 -4.7649 -2.6257
H57 3.8639 -5.6244 -1.2254
H58 4.7008 -4.0971 -1.2636
H59 5.1876 -6.5510 -3.0235
H60 6.2807 -5.8702 -1.8259
H61 5.9782 -5.0047 -3.3362

Properties
* Kohn-Sham gap: 7.90 eV
* net charge: +1

A 11-piece molecular cluster, C25H62B3F15N7O9 overall. Source: the OMol25 dataset; level of theory: wB97M-V/def2-TZVPD.

CARTESIAN COORDINATES (ANGSTROEM)
C1 6.8838 2.1004 -2.7294
C2 5.4537 1.8627 -2.3950
O1 5.1043 1.8447 -1.2421
N1 4.4873 1.8992 -3.5785
H1 4.3189 2.8692 -3.8037
H2 4.9061 1.5472 -4.4275
C3 3.2802 1.0338 -3.3435
H3 7.4435 1.1822 -2.9077
H4 7.4614 2.6246 -1.9680
H5 6.9734 2.6813 -3.6474
H6 2.8251 0.9865 -4.3329
H7 2.6904 1.5815 -2.6085
H8 3.5234 0.0699 -2.8965
C4 -4.3274 -0.7292 1.0506
C5 -5.4860 -1.5750 0.5842
O2 -5.8801 -1.4556 -0.6070
N2 -6.0277 -2.6848 1.5493
H9 -5.4852 -2.6350 2.3997
H10 -6.9672 -2.4752 1.8551
C6 -5.9162 -4.2106 1.0538
H11 -3.4955 -1.3745 0.7683
H12 -4.2943 -0.5737 2.1289
H13 -4.2003 0.1980 0.4917
H14 -4.9161 -4.5606 1.3095
H15 -5.9741 -4.2506 -0.0339
H16 -6.6129 -4.8817 1.5561
C7 -1.8083 -0.6293 5.3163
C8 -0.8478 -1.6643 5.1237
O3 0.1693 -1.7559 5.8099
N3 -1.1203 -2.8225 4.1766
H17 -0.6961 -3.6277 4.6147
H18 -2.0794 -3.1391 4.1779
C9 -0.5867 -2.5592 2.7602
H19 -1.2974 0.1992 5.8071
H20 -2.6604 -0.9973 5.8878
H21 -2.1837 -0.1583 4.4078
H22 -0.8732 -3.4599 2.2173
H23 0.5025 -2.5302 2.7880
H24 -0.9804 -1.5767 2.5001
C10 2.3448 0.8777 5.4641
C11 2.4873 0.3652 4.0706
O4 2.6785 -0.8102 3.8506
N4 2.4754 1.3815 2.9192
H25 1.4977 1.4532 2.6763
H26 2.6070 2.2433 3.4292
C12 3.4133 1.2134 1.6242
H27 2.2033 1.9499 5.6001
H28 3.0648 0.5170 6.1986
H29 1.4726 0.5056 6.0017
H30 4.4284 1.3279 2.0042
H31 3.1546 1.9115 0.8282
H32 3.2732 0.2063 1.2315
C13 5.7065 -2.6435 -1.4000
C14 4.5114 -2.2303 -0.5645
O5 3.9754 -1.1634 -0.6766
N5 3.8573 -3.3322 0.2902
H33 3.4227 -4.0835 -0.2263
H34 4.6302 -3.7396 0.7969
C15 2.9003 -2.8201 1.3914
H35 5.7757 -1.9844 -2.2654
H36 5.5268 -3.6331 -1.8201
H37 6.6733 -2.8111 -0.9251
H38 3.3470 -1.9810 1.9248
H39 2.7931 -3.6079 2.1371
H40 1.9175 -2.5593 0.9989
C16 -2.5144 -1.6777 -1.9930
C17 -1.7951 -1.4382 -3.3321
O6 -2.3302 -0.8359 -4.2411
N6 -0.4729 -2.2160 -3.5309
H41 -0.3238 -2.6939 -2.6536
H42 -0.6311 -2.9662 -4.1884
C18 0.7186 -1.3780 -3.8627
H43 -1.7669 -1.8985 -1.2311
H44 -3.3524 -2.3698 -2.0759
H45 -3.0020 -0.7997 -1.5692
H46 1.4288 -2.2035 -3.8146
H47 0.7737 -0.6776 -3.0294
H48 0.4835 -1.1032 -4.8910
C19 0.1676 4.5206 -0.5282
C20 -1.2842 4.9852 -0.2482
O7 -1.9197 5.5746 -1.1024
N7 -1.9543 4.5840 1.1241
H49 -1.3109 4.7969 1.8730
H50 -2.7564 5.1905 1.2183
C21 -2.1393 3.0448 1.1616
H51 0.7538 5.3979 -0.2546
H52 0.3052 4.3314 -1.5928
H53 0.6100 3.6387 -0.0649
H54 -2.8256 2.8217 1.9785
H55 -1.1192 2.6826 1.2889
H56 -2.5317 2.6999 0.2049
C22 -4.7121 2.1919 -4.0480
O8 -3.3203 1.8871 -4.0856
O9 -5.0901 2.4117 -5.4351
C23 -5.3843 1.0860 -3.1662
F1 -5.0483 -0.1961 -3.4537
F2 -5.0478 1.1826 -1.8744
F3 -6.7027 1.1260 -3.1879
C24 -2.4725 2.2077 -2.9482
C25 -1.0479 2.1821 -3.4763
H57 -0.8727 1.2989 -4.0906
H58 -0.6923 3.0946 -3.9550
H59 -0.3504 2.0843 -2.6444
H60 -2.6452 1.6039 -2.0573
H61 -2.6194 3.2600 -2.7048
H62 -4.7912 3.1702 -3.5739
B1 2.0010 -4.3581 -2.1137
F4 0.9806 -4.7652 -3.0307
F5 3.1509 -3.9654 -2.8823
F6 1.4982 -3.2924 -1.4063
F7 2.3572 -5.4323 -1.3056
B2 -0.0393 0.3073 0.1869
F8 0.2079 -0.8965 -0.3790
F9 0.1667 0.3786 1.5193
F10 0.7168 1.3341 -0.3840
F11 -1.3157 0.6654 -0.0425
B3 -0.3093 3.2934 4.1045
F12 -0.2461 1.9541 3.9901
F13 0.2063 3.9731 2.9978
F14 -1.6265 3.6346 4.1888
F15 0.3924 3.6617 5.2395

Properties
* Kohn-Sham gap (alpha / beta): 8.12 / 8.11 eV
* spin multiplicity: 2
* net charge: +4
* ⟨S²⟩: 0.75

C25H63N4O18SZn as an isolated structure. Source: the OMol25 dataset; level of theory: wB97M-V/def2-TZVPD.

CARTESIAN COORDINATES (ANGSTROEM)
C1 -4.0306 -0.2518 -4.6737
C2 -2.5907 -0.2969 -4.1720
C3 -1.7788 -0.9719 -5.2707
C4 -0.2540 -0.8880 -5.0393
C5 0.1091 0.5989 -5.1079
C6 -0.5989 1.4637 -4.0563
N1 -2.0641 1.1249 -4.0007
O1 -2.7624 1.9448 -3.4907
C7 -0.4852 2.9457 -4.4613
C8 0.0273 1.2112 -2.6998
C9 -2.4779 -1.0335 -2.8305
H1 -4.2064 0.2205 -5.6416
H2 -4.6703 0.3593 -4.0339
H3 -4.3649 -1.2858 -4.7093
H4 -1.9387 -0.4704 -6.2274
H5 -1.9437 -2.0373 -5.4265
H6 0.3458 -1.3866 -5.8014
H7 0.0732 -1.3909 -4.1266
H8 -0.2360 0.9496 -6.0854
H9 1.1725 0.8299 -5.0693
H10 0.5809 3.1689 -4.5222
H11 -0.7889 3.5743 -3.6211
H12 -1.0235 3.2888 -5.3407
H13 0.0392 0.1835 -2.3371
H14 -0.2470 1.9040 -1.9062
H15 1.1088 1.2504 -2.8713
H16 -2.8525 -2.0326 -3.0626
H17 -3.0351 -0.5332 -2.0385
H18 -1.4519 -1.2514 -2.5381
Zn1 1.2576 3.0865 0.6967
S1 0.5065 -0.1268 0.8042
O2 0.7390 -0.1297 2.2610
O3 -0.8501 -0.5277 0.4847
O4 0.7715 1.2753 0.3376
O5 1.4457 -1.0224 0.0985
C10 4.2955 0.3317 -0.8957
C11 4.1259 -0.7058 -2.0312
O6 2.7593 -0.6912 -2.4286
O7 3.8707 -0.2058 0.3748
H19 3.6471 1.2055 -1.0291
H20 5.3189 0.6672 -0.7269
H21 4.3826 -1.6717 -1.5908
H22 4.8004 -0.4506 -2.8454
H23 2.2238 -0.8481 -1.6408
H24 2.9189 -0.5012 0.3743
C12 1.3458 -1.3658 5.0726
C13 2.8318 -1.4215 4.6679
O8 3.1469 -0.3564 3.7833
O9 0.3986 -1.8524 4.1230
H25 1.1103 -0.3513 5.4194
H26 1.2179 -1.9255 6.0021
H27 3.1228 -2.3627 4.1946
H28 3.4583 -1.3265 5.5568
H29 2.3900 -0.1692 3.2264
H30 0.3969 -1.2280 3.3599
C14 -2.9183 -2.0527 2.3331
C15 -3.0653 -0.8411 3.2521
O10 -4.2705 -0.1692 2.9349
O11 -3.1715 -1.6735 0.9874
H31 -3.6156 -2.8557 2.5773
H32 -1.9042 -2.4664 2.3621
H33 -2.1587 -0.2507 3.0522
H34 -3.0149 -1.1258 4.3074
H35 -4.3618 0.5056 3.6152
H36 -2.3176 -1.3557 0.6534
C16 3.8607 2.9256 2.2262
C17 3.5667 4.4096 2.0837
O12 2.1560 4.6615 1.8289
O13 3.1512 2.2461 1.2056
H37 3.6020 2.6818 3.2592
H38 4.9290 2.7416 2.1152
H39 4.1270 4.8100 1.2364
H40 3.7947 4.9553 2.9976
H41 2.0526 5.6038 1.6500
H42 3.4582 1.3009 1.1086
C18 -0.0650 2.6017 3.9090
C19 -0.9008 3.8863 3.8809
O14 -2.0953 3.8219 3.0840
O15 0.6375 2.3665 2.6976
H43 -0.8367 1.8338 4.0290
H44 0.5541 2.5765 4.8070
H45 -0.3370 4.7581 3.5221
H46 -1.0731 4.1866 4.9144
H47 -1.7055 3.7656 2.2068
H48 0.7846 1.3959 2.6350
O16 -4.3350 0.8805 -0.0585
C20 -3.6888 1.8833 -0.2566
N2 -2.3533 1.9282 0.0227
C21 -4.3130 3.1544 -0.7654
H49 -1.8343 1.0986 0.3094
H50 -1.8824 2.8107 0.1123
H51 -5.0376 3.4836 -0.0200
H52 -4.6892 2.8872 -1.7510
H53 -3.7114 4.0638 -0.8505
O17 -0.5084 -4.9109 -2.5917
C22 -0.3308 -4.0730 -1.7148
N3 0.7058 -3.2178 -1.7702
C23 -1.1874 -4.0320 -0.4611
H54 1.3473 -3.1849 -2.5443
H55 0.7647 -2.4904 -1.0724
H56 -1.4402 -5.0399 -0.1361
H57 -2.1328 -3.5135 -0.6203
H58 -0.6300 -3.5883 0.3648
O18 3.1691 -4.7437 0.7650
C24 2.1940 -4.5579 1.4780
N4 1.7906 -3.2872 1.7151
C25 1.3511 -5.7082 1.9947
H59 2.0654 -2.5230 1.1120
H60 1.0307 -3.0588 2.3385
H61 0.5492 -5.2483 2.5736
H62 1.9377 -6.3658 2.6385
H63 1.0186 -6.4049 1.2282

Properties
* Kohn-Sham gap: 4.77 eV
* energy relative to the best compared isomer or geometry (same formula, charge and spin): 0.000 eV
* net charge: +1

- Which formula does entry 2 have?
  C25H61BF2N4O4PSi2